Entry 1:
{
  "formula": "C19H28N2O6S",
  "method": "ωB97M-V with the def2-TZVPD basis set",
  "elements": ["C", "O", "C", "C", "C", "C", "S", "O", "O", "N", "C", "C", "C", "C", "O", "N", "C", "C", "C", "C", "C", "O", "C", "C", "C", "C", "O", "C", "H", "H", "H", "H", "H", "H", "H", "H", "H", "H", "H", "H", "H", "H", "H", "H", "H", "H", "H", "H", "H", "H", "H", "H", "H", "H", "H", "H"],
  "coordinates": [[1.05280, 4.24407, 1.54318], [1.08839, 3.70725, 0.24074], [1.87783, 2.62199, 0.00625], [2.86710, 2.20132, 0.89039], [3.64421, 1.08678, 0.62674], [3.44635, 0.39401, -0.54792], [4.25595, -1.18546, -0.78819], [4.35080, -1.46303, -2.19116], [5.44634, -1.21248, 0.01079], [3.23630, -2.33816, -0.14808], [2.06978, -2.72198, -0.89909], [0.83471, -1.89614, -0.53193], [0.58740, -1.89756, 0.98605], [-0.48459, -0.83946, 1.23280], [-0.22614, 0.32596, 1.46293], [-1.75031, -1.30597, 1.14869], [-2.88583, -0.42000, 1.05547], [-3.36211, -0.32227, -0.40467], [-4.64606, 0.50475, -0.54912], [-5.73290, -0.56904, -0.54567], [-5.02065, -1.71669, -1.25662], [-3.65850, -1.63433, -0.87546], [1.86380, -1.53503, 1.74793], [3.05814, -2.36909, 1.28129], [2.50469, 0.81465, -1.46355], [1.69400, 1.91515, -1.20270], [0.78229, 2.20014, -2.17157], [-0.41153, 2.88062, -1.84134], [1.99155, 4.74436, 1.80064], [0.82898, 3.46906, 2.28125], [0.24944, 4.97958, 1.53152], [3.02960, 2.74213, 1.80803], [4.39966, 0.75196, 1.31866], [1.87866, -3.78439, -0.70413], [2.32125, -2.59838, -1.95271], [0.98153, -0.86485, -0.85456], [-0.03745, -2.29693, -1.05328], [0.22865, -2.88315, 1.29983], [-1.91115, -2.23507, 0.78957], [-2.56697, 0.55917, 1.41693], [-3.69304, -0.80561, 1.68412], [-2.53891, 0.08060, -1.00932], [-4.75553, 1.22502, 0.25811], [-4.64560, 1.03754, -1.50003], [-6.63840, -0.26118, -1.06202], [-5.98636, -0.85395, 0.47580], [-5.39192, -2.70425, -0.97486], [-5.10097, -1.60565, -2.34712], [1.70789, -1.69395, 2.81663], [2.06002, -0.47440, 1.59127], [2.91899, -3.41581, 1.57885], [3.98661, -2.00407, 1.72038], [2.38543, 0.28290, -2.39415], [-1.06944, 2.73270, -2.69809], [-0.24139, 3.94834, -1.69192], [-0.87340, 2.45831, -0.94557]],
  "orbital_gap_ha": 0.3295,
  "relative_energy_kcal_mol": 57.3,
  "total_energy_ha": -1699.92105
}



Entry 2:
{
  "formula": "C34H71N5O4",
  "method": "ωB97M-V with the def2-TZVPD basis set",
  "elements": ["C", "C", "N", "C", "C", "N", "C", "C", "H", "H", "H", "H", "H", "H", "H", "H", "H", "H", "H", "C", "C", "C", "N", "C", "C", "C", "C", "C", "H", "H", "H", "H", "H", "H", "H", "H", "H", "H", "H", "H", "H", "H", "H", "H", "H", "H", "C", "C", "C", "N", "C", "C", "C", "C", "C", "H", "H", "H", "H", "H", "H", "H", "H", "H", "H", "H", "H", "H", "H", "H", "H", "H", "H", "C", "C", "C", "N", "C", "C", "C", "C", "C", "H", "H", "H", "H", "H", "H", "H", "H", "H", "H", "H", "H", "H", "H", "H", "H", "H", "H", "C", "C", "O", "O", "H", "H", "H", "C", "C", "O", "O", "H", "H", "H"],
  "coordinates": [[-10.71729, -3.10834, 4.86214], [-9.80811, -2.12075, 4.01848], [-10.38619, -1.82284, 2.69522], [-11.53146, -2.32434, 2.19330], [-11.59982, -1.61485, 0.98950], [-10.48630, -0.81544, 0.74738], [-9.69241, -0.99875, 1.84411], [-10.38060, 0.27182, -0.24274], [-10.47176, -4.13359, 4.58524], [-11.78808, -2.93968, 4.97646], [-10.53980, -3.07053, 5.93692], [-8.84440, -2.57468, 3.78762], [-9.57105, -1.22361, 4.59035], [-12.18421, -3.01787, 2.70253], [-12.36329, -1.65627, 0.22674], [-8.68409, -0.62635, 1.94902], [-10.51357, 1.19874, 0.31515], [-11.24278, 0.11577, -0.89111], [-9.49437, 0.37107, -0.86950], [-0.00442, 5.45845, 2.77044], [-0.75304, 4.84723, 1.49632], [-1.21014, 6.01121, 0.48670], [-1.44454, 5.59593, -1.01556], [-2.02434, 6.93595, -1.60549], [-2.46966, 4.45149, -1.09800], [-2.06134, 3.81052, -2.43758], [-0.51062, 3.75011, -2.33324], [-0.18940, 5.10678, -1.67364], [0.96726, 5.83988, 2.45666], [0.07842, 4.75099, 3.59552], [-0.60139, 6.21323, 3.28232], [-1.66580, 4.40604, 1.89672], [-0.21129, 4.02010, 1.03755], [-0.35460, 6.66631, 0.32248], [-2.03513, 6.49314, 1.01133], [-1.99519, 6.84928, -2.69166], [-1.45468, 7.78067, -1.21815], [-3.04776, 7.00390, -1.23656], [-3.52565, 4.72125, -1.08368], [-2.31025, 3.71836, -0.30729], [-2.27329, 4.58181, -3.17804], [-2.58827, 2.87014, -2.59926], [0.08642, 3.57491, -3.22819], [-0.19662, 2.91295, -1.70980], [0.21582, 5.87156, -2.33621], [0.61857, 4.89781, -0.97249], [4.97964, -6.66555, -5.27154], [4.22917, -5.88484, -6.38597], [2.70715, -5.54429, -6.08462], [2.11777, -4.40284, -7.03077], [2.68031, -3.04673, -6.61799], [0.58473, -4.41932, -7.04413], [0.10451, -3.63378, -8.20562], [1.10110, -3.98920, -9.32522], [2.25745, -4.68255, -8.62305], [5.61122, -7.49084, -5.60029], [4.40718, -7.09301, -4.44833], [5.66201, -5.99543, -4.74866], [4.25229, -6.49509, -7.28885], [4.79617, -4.96732, -6.54339], [2.57312, -5.23104, -5.04924], [2.02730, -6.39299, -6.15952], [2.33971, -2.94106, -5.58796], [2.26801, -2.32704, -7.32520], [3.76733, -3.05073, -6.53753], [0.25947, -3.95738, -6.11197], [0.27932, -5.45010, -7.22382], [0.05614, -2.57926, -7.93405], [-0.95057, -3.88824, -8.30651], [1.29244, -3.13730, -9.97772], [0.58776, -4.69636, -9.97678], [3.22247, -4.25814, -8.90006], [2.17281, -5.76286, -8.74082], [7.51874, 1.55753, -0.91327], [6.85349, 1.05906, 0.42558], [7.94996, 1.09810, 1.49507], [7.55619, 0.52363, 2.90397], [7.25480, -0.93663, 2.73928], [8.69821, 0.62576, 3.91970], [7.98950, 0.54722, 5.26090], [6.52909, 1.01260, 5.07883], [6.43371, 1.30503, 3.53335], [8.51828, 1.17752, -1.12445], [7.68819, 2.63427, -0.90971], [6.84933, 1.48770, -1.77067], [6.62607, 0.00059, 0.29899], [5.96265, 1.66673, 0.58445], [8.25127, 2.11085, 1.76277], [8.88413, 0.60464, 1.22690], [8.13891, -1.52822, 2.50166], [6.45814, -1.11501, 2.01706], [6.89694, -1.31491, 3.69684], [9.38142, -0.17475, 3.63600], [9.15738, 1.61038, 3.83151], [7.84993, -0.44874, 5.68126], [8.47253, 1.18213, 6.00364], [5.70537, 0.31123, 5.21173], [6.20006, 1.84204, 5.70482], [5.55455, 1.00955, 2.96076], [6.52926, 2.36290, 3.28864], [-1.40562, -1.64024, 2.90634], [-1.60814, -2.03277, 1.41884], [-2.70162, -1.80505, 0.92187], [-0.71121, -2.77975, 0.86945], [-2.08745, -0.97835, 3.44029], [-0.42772, -1.15879, 2.90775], [-1.09241, -2.47452, 3.53401], [-3.82576, 1.15224, 10.40938], [-2.85946, 2.33463, 10.72738], [-3.31446, 3.50973, 10.76477], [-1.73137, 2.00090, 11.11362], [-4.86601, 1.44390, 10.26478], [-3.86341, 0.43161, 11.22631], [-3.53901, 0.71900, 9.45116]],
  "orbital_gap_ha": 0.1049,
  "charge": 2,
  "relative_energy_kcal_mol": 132.0,
  "total_energy_ha": -1911.96247
}